Arrangement i

A single C4H8N2 molecule. Source: the OMol25 dataset; level of theory: ωB97M-V with the def2-TZVPD basis set.

Last columns: bonded neighbours and bond lengths (Å).
Positions of all 14 atoms, in Å:
1 C 2.02791 -0.05426 0.23421  H5 1.082, H6 1.074, H7 1.165, N13 1.568
2 C -0.14453 -1.09101 -0.11524  C3 1.591, H8 1.083, H9 1.103, N13 1.470
3 C -1.61308 -0.51732 0.09911  C2 1.591, H10 1.078, H11 1.142, N14 1.426
4 C -0.07732 1.13520 -0.01700  H12 1.040, N13 1.419, N14 1.247
5 H 1.77178 0.16282 1.26295  C1 1.082
6 H 2.21099 -1.10960 0.31093  C1 1.074
7 H 2.97871 0.42517 -0.23786  C1 1.165
8 H 0.06137 -1.28277 0.93051  C2 1.083
9 H 0.15271 -1.98739 -0.68586  C2 1.103
10 H -2.24476 -0.62394 -0.76775  C3 1.078
11 H -2.09624 -0.98012 1.02442  C3 1.142
12 H 0.31008 2.09612 -0.10791  C4 1.040
13 N 0.67248 0.05316 -0.54593  C1 1.568, C2 1.470, C4 1.419
14 N -1.28712 0.87026 0.12652  C3 1.426, C4 1.247

Output
SMILES string   CN1C=NCC1
Charge   0
Kohn-Sham gap   9.909 eV

natural (NBO) charges, unit e, in atom order:
1 C -0.440
2 C -0.266
3 C -0.243
4 C 0.242
5 H 0.188
6 H 0.202
7 H 0.221
8 H 0.160
9 H 0.214
10 H 0.201
11 H 0.208
12 H 0.188
13 N -0.434
14 N -0.440

Arrangement ii

A single C4H8N2 molecule. Source: the OMol25 dataset; level of theory: ωB97M-V with the def2-TZVPD basis set.

Last columns: bonded neighbours and bond lengths (Å).
Positions of all 14 atoms, in Å:
1 C -0.64452 -0.52469 1.12862  N2 1.456, H7 1.093, H8 1.096, H9 1.101
2 N -0.19776 -0.42057 -0.25288  C1 1.456, C3 1.450, C4 1.461
3 C 1.02230 -1.15053 -0.53674  N2 1.450, H10 1.106, H11 1.095, H12 1.095
4 C -0.19190 0.91549 -0.84318  N2 1.461, C5 1.471, H13 1.098, H14 1.101
5 C -0.71848 1.97558 0.03007  C4 1.471, N6 1.156
6 N -1.06174 2.82762 0.73237  C5 1.156
7 H -0.34147 -1.50041 1.51783  C1 1.093
8 H -1.73731 -0.46785 1.18481  C1 1.096
9 H -0.22856 0.24725 1.79440  C1 1.101
10 H 1.89579 -0.80662 0.04751  C3 1.106
11 H 1.26610 -1.06170 -1.60077  C3 1.095
12 H 0.86419 -2.21351 -0.32692  C3 1.095
13 H -0.75218 0.92259 -1.78767  C4 1.098
14 H 0.82552 1.25734 -1.08746  C4 1.101

Output
SMILES string   CN(C)CC#N
Charge   0
Kohn-Sham gap   9.736 eV

natural (NBO) charges, unit e, in atom order:
1 C -0.420
2 N -0.439
3 C -0.407
4 C -0.321
5 C 0.272
6 N -0.317
7 H 0.207
8 H 0.207
9 H 0.186
10 H 0.168
11 H 0.200
12 H 0.206
13 H 0.234
14 H 0.226

Which structure is most stable? arrangement ii, by 0.824 eV over the runner-up.

Arrangement i

2 unconnected molecules or ions with the total composition C4H8N2. Source: the OMol25 dataset; level of theory: ωB97M-V with the def2-TZVPD basis set.

Last columns: bonded neighbours and bond lengths (Å).
Positions of all 14 atoms, in Å:
1 C -2.21836 0.14192 0.23413  H7 1.095, H8 1.093, H9 1.092, H10 1.093
2 C 0.43779 -1.18807 -0.32227  C3 1.494, N4 1.569, H11 1.100
3 C 0.93280 0.00131 0.43358  C2 1.494, N4 1.476, C5 1.456, H12 1.089
4 N 1.95541 -0.79080 -0.27777  C2 1.569, C3 1.476, H13 1.017, H14 1.015
5 C 0.87988 1.37728 -0.04102  C3 1.456, N6 1.161
6 N 0.80470 2.46495 -0.43968  C5 1.161
7 H -1.70994 0.96915 -0.27189  C1 1.095
8 H -2.47395 0.44399 1.25325  C1 1.093
9 H -3.12110 -0.12151 -0.32022  C1 1.092
10 H -1.56223 -0.73142 0.27458  C1 1.093
11 H 0.08741 -0.85044 -1.30909  C2 1.100
12 H 0.97346 -0.06525 1.52006  C3 1.089
13 H 2.43349 -0.30609 -1.03274  N4 1.017
14 H 2.58064 -1.34502 0.29909  N4 1.015

Output
Charge   0
Kohn-Sham gap   8.766 eV

natural (NBO) charges, unit e, in atom order:
1 C -0.864
2 C -0.366
3 C -0.219
4 N -0.566
5 C 0.239
6 N -0.303
7 H 0.210
8 H 0.210
9 H 0.215
10 H 0.228
11 H 0.161
12 H 0.234
13 H 0.409
14 H 0.412

Arrangement ii

2 unconnected molecules or ions with the total composition C4H8N2. Source: the OMol25 dataset; level of theory: ωB97M-V with the def2-TZVPD basis set.

Last columns: bonded neighbours and bond lengths (Å).
Positions of all 14 atoms, in Å:
1 C 1.12445 1.01117 -1.25370  C3 1.299, N5 1.235
2 C -0.39376 -1.47024 0.28797  C4 1.586, N6 1.270, H8 1.217
3 C 1.59225 1.18674 -0.05426  C1 1.299, H7 1.092, H9 1.047
4 C -0.95140 -0.23201 1.10746  C2 1.586, H10 1.077, H11 1.104, H12 1.013
5 N 0.38897 0.61987 -2.16519  C1 1.235, H13 1.001
6 N -0.69407 -1.52041 -0.94465  C2 1.270, H14 1.112
7 H 1.59244 2.10036 0.54316  C3 1.092
8 H 0.61153 -1.74054 0.91866  C2 1.217
9 H 2.31037 0.60436 0.43782  C3 1.047
10 H -0.33979 0.63685 1.28350  C4 1.077
11 H -1.24927 -0.41883 2.15443  C4 1.104
12 H -1.85189 -0.15231 0.65005  C4 1.013
13 H -0.47576 0.46665 -1.68489  N5 1.001
14 H -1.66406 -1.09164 -1.28037  N6 1.112

Output
SMILES string   [H]/N=C\C.C=C=N
Charge   0
Kohn-Sham gap   10.084 eV

natural (NBO) charges, unit e, in atom order:
1 C 0.419
2 C 0.149
3 C -0.660
4 C -0.707
5 N -0.605
6 N -0.634
7 H 0.240
8 H 0.186
9 H 0.240
10 H 0.243
11 H 0.211
12 H 0.199
13 H 0.371
14 H 0.348

Which structure is most stable? arrangement i, by 0.604 eV over the runner-up.